Record 1
A cluster of 7 separate species, C23H36F24O7S4 in total. Source: OMol25; level of theory: ωB97M-V/def2-TZVPD.

Output
HOMO level (eV): -8.9
Gap between HOMO and LUMO (Ha): 0.336

Structure (XYZ):
```
94
C23H36F24O7S4, DFT ωB97M-V/def2-TZVPD
C 1.06 20.30 24.90
H 21.53 22.51 10.83
O 19.60 23.13 10.25
H 0.17 20.67 24.38
F 19.61 20.90 10.49
C 3.42 22.84 20.88
S 27.69 21.00 17.58
F 12.26 19.04 19.08
C 16.18 17.82 18.42
F 21.03 24.23 12.61
F 15.97 17.25 17.18
C 21.00 23.37 10.41
C 3.98 21.48 21.18
C 9.35 13.26 24.72
O 16.32 25.76 16.06
F 2.42 22.71 20.03
H 9.51 18.65 9.00
H 8.56 13.86 22.19
C 2.98 20.47 21.77
H 9.01 21.47 10.13
H 21.42 23.62 9.43
F 4.37 20.82 20.07
F 1.58 21.22 25.64
H 8.66 12.06 22.51
F 20.16 26.14 9.64
F 11.99 19.82 17.11
H 14.53 20.36 17.73
H 14.65 18.95 16.73
C 2.08 19.79 23.86
H 14.80 28.07 18.59
C 16.29 16.82 19.56
C 21.31 24.61 11.36
F 19.38 22.05 12.27
F 15.35 15.94 19.86
C 14.26 19.31 17.69
S 7.55 12.99 24.28
H 9.30 13.63 25.75
F 3.23 19.41 24.28
H 11.44 17.15 17.26
H 8.07 20.43 11.28
H 17.84 27.62 18.76
C 17.56 22.20 10.73
F 5.06 21.58 21.96
S 16.39 27.03 16.97
F 22.65 24.93 11.22
H 27.07 23.26 17.51
C 8.07 20.96 10.33
O 7.25 11.48 24.52
F 17.22 22.33 9.42
C 12.43 17.59 17.23
O 15.05 18.71 18.75
O 5.99 19.56 9.44
H 27.32 22.84 15.92
C 20.37 25.77 10.95
H 3.60 19.59 21.92
F 13.24 16.61 17.67
H 17.44 25.91 19.07
H 17.09 23.01 11.28
F 0.65 19.38 25.83
H 4.14 23.47 20.35
F 12.67 17.55 15.85
C 17.64 26.65 18.30
H 16.52 17.29 20.52
H 14.87 26.37 18.84
O 27.85 21.10 19.12
F 17.28 18.57 18.28
F 16.77 21.14 11.16
F 20.49 26.91 11.63
C 8.04 12.96 22.53
S 7.36 19.89 8.97
F 3.04 23.68 21.90
H 28.75 23.18 17.13
C 19.07 22.02 10.95
H 9.92 12.33 24.63
H 2.27 20.39 20.94
H 9.91 14.02 24.18
C 25.96 20.69 17.02
O 2.28 20.89 22.92
F 1.46 18.73 23.28
H 19.34 25.52 11.20
H 13.95 26.98 17.49
H 25.87 19.67 16.64
C 8.44 18.42 8.99
C 14.87 27.13 18.06
C 12.74 18.97 17.79
H 7.27 12.78 21.78
H 25.66 21.54 16.42
H 18.60 26.36 17.87
H 25.33 20.59 17.91
H 8.32 17.81 9.88
H 8.26 17.74 8.16
C 27.79 22.72 16.90
F 17.43 16.10 19.42
H 7.30 21.71 10.54
```

Record 2
A cluster of 3 separate species, C3H4BrCl2O4P in total. Source: OMol25; level of theory: ωB97M-V/def2-TZVPD.

Output
HOMO level (eV): -2.0
Gap between HOMO and LUMO (Ha): 0.247
ΔE to the lowest compared entry with this formula, charge and spin (kcal per mole): 0.0
Net charge: -2

Structure (XYZ):
```
15
C3H4BrCl2O4P, DFT ωB97M-V/def2-TZVPD
C -0.79 -0.54 0.97
C 0.08 0.33 1.47
C -1.89 -1.11 0.59
O 2.55 1.57 0.23
O 2.22 -1.02 0.18
O 1.24 0.43 -1.59
Cl -3.46 -0.85 1.40
H 4.08 1.19 -1.63
Cl -2.04 -2.05 -0.92
O 3.74 0.24 -1.60
H 0.52 -0.18 2.38
H 0.34 1.33 1.24
P 2.42 0.26 -0.52
H 0.62 -0.26 -1.72
Br -9.61 0.68 -0.48
```

Record 3
The ion C4H8NOS with charge +1. Source: OMol25; level of theory: ωB97M-V/def2-TZVPD.

Output
HOMO level (alpha / beta) (eV): -12.9 / -12.9
Gap between HOMO and LUMO (alpha / beta) (Ha): 0.287 / 0.287
ΔE to the lowest compared entry with this formula, charge and spin (kcal per mole): 37.5
Net charge: +1

Structure (XYZ):
```
15
C4H8NOS, DFT ωB97M-V/def2-TZVPD
H 1.54 0.84 -0.01
H 0.37 -0.98 -1.72
O 0.13 -2.72 0.38
C -0.06 -1.44 0.21
C -0.01 2.00 0.30
N 0.84 1.28 -0.58
H -0.25 2.99 0.05
H -0.96 1.68 2.33
C -0.39 1.31 1.42
C -0.48 -1.08 -1.19
H 0.94 1.74 -1.45
H -1.13 -0.23 -1.09
H -0.99 -2.00 -1.56
S 0.03 -0.36 1.69
H 0.42 -3.04 1.22
```

Record 4
A structure of composition C39H50MoNO4P2S. Source: OMol25; level of theory: ωB97M-V/def2-TZVPD.

Output
HOMO level (alpha / beta) (eV): -4.1 / -4.5
Gap between HOMO and LUMO (alpha / beta) (Ha): 0.236 / 0.243
2S+1: 3
ΔE to the lowest compared entry with this formula, charge and spin (kcal per mole): 0.0
Net charge: -1

Structure (XYZ):
```
98
C39H50MoNO4P2S, DFT ωB97M-V/def2-TZVPD
C 4.11 0.80 -3.19
H -1.03 0.72 3.91
H 5.73 0.08 -1.99
C 2.69 -2.56 0.38
H 0.69 1.77 5.36
H 2.33 0.92 -4.37
C 0.00 4.00 -3.96
H -1.59 -1.39 4.82
C -1.49 -0.78 0.01
H 4.11 0.12 3.49
C 2.30 -2.14 3.15
C -1.61 -4.21 -1.37
C 1.06 4.04 -1.65
C -2.14 -5.47 -1.28
O -1.50 2.54 -2.50
C -1.62 -3.27 -0.28
H 1.26 0.06 5.69
C -1.04 -1.96 -0.51
H 3.42 -4.49 0.95
H -1.68 0.19 -3.45
H -1.40 2.89 0.18
C -2.05 -3.74 0.97
O -3.61 1.17 -2.71
H 4.36 0.06 0.16
C -2.88 -0.40 0.37
H -0.30 3.40 -4.84
C -3.27 0.41 1.42
C 2.87 -3.38 2.72
C -5.55 0.45 0.63
H 1.52 3.03 4.03
H 1.61 3.50 -0.90
C -0.63 -1.34 4.30
C -2.48 -5.99 -0.04
H -5.97 -0.86 -1.07
H -0.90 4.43 -3.50
H 2.84 0.22 4.72
H 2.42 -1.93 4.20
H 3.92 1.71 4.38
H 2.94 1.30 1.91
C 3.36 0.80 3.95
C 2.51 0.29 -1.01
C 1.88 0.68 -2.23
H 1.59 4.96 -1.88
H -1.30 1.98 1.66
C 2.12 -1.35 0.85
C -3.92 -0.96 -0.41
H -4.82 1.49 2.36
C 2.39 1.41 2.89
H 0.34 -1.36 -2.92
O -3.24 2.70 -0.79
H 3.19 -4.12 3.50
P -0.16 1.64 -2.45
H 3.02 3.45 3.31
Mo 0.03 0.53 -0.12
H -0.89 0.19 -5.93
H -1.15 -3.90 -2.31
H 0.18 1.54 -5.48
S -3.23 2.48 -2.23
O -3.58 3.62 -3.07
H -2.85 -5.40 2.01
H 1.62 3.33 2.23
H -3.70 -1.78 -1.10
C 2.98 -3.58 1.34
C -2.46 -5.10 1.07
C 0.88 3.22 -2.96
C 0.03 -1.01 -3.88
H -0.35 0.65 6.16
H 2.93 -2.72 -0.67
H -2.59 0.59 2.26
H 0.12 -1.95 4.87
C -4.58 0.85 1.57
C -0.70 2.30 0.82
C -0.65 0.37 -3.81
H 0.68 4.76 -4.39
H -0.73 -1.84 3.32
H 0.95 -0.96 -4.49
C -0.77 1.01 -5.17
C 2.10 2.88 3.11
C 1.81 -1.18 2.26
C 2.73 0.81 -3.34
H -2.85 -7.02 0.05
H 1.87 2.93 -3.39
H 4.78 0.95 -4.02
C 0.41 0.70 5.34
C -0.16 0.12 4.10
P 0.88 0.36 2.55
H 0.08 4.26 -1.28
H -6.59 0.81 0.77
N 1.72 -0.33 0.00
H -2.13 -6.03 -2.19
C 3.89 0.28 -0.85
H -2.00 -3.12 1.86
H 0.02 3.05 1.15
H -0.65 -1.75 -4.32
C -5.25 -0.48 -0.34
C 4.66 0.35 -2.00
H -1.62 1.72 -5.24
H -0.25 -2.02 -1.23
```

Asked for total energy across the records above, the calculation gives -147319.9637; -115745.9069; -18641.6226; -82199.6308 eV in order.